No. 1
Here is a cluster of 2 separate species, C2H7PS2 in total at a distorted geometry from the Open Molecules 2025 dataset. Energies are from ωB97M-V with the def2-TZVPD basis set.

For the gap between HOMO and LUMO, the calculation gives 9.223 eV. The calculation puts the LUMO energy at 0.485 eV. The SMILES is C=CS.PS. For the energy above the lowest of the compared OMol25 structures with the same formula, charge and spin, the calculation gives 51.1 kcal/mol. Its total energy is -1218.05364 a.u. For the HOMO energy, the calculation gives -8.74 eV.

Positions of all 12 atoms, in Å:
C -1.836 -1.368 0.120
C -1.420 -0.132 0.377
S -1.737 1.238 -0.716
H -2.362 -1.748 -0.716
H -1.496 -2.100 0.752
H -0.637 0.024 1.217
H -0.713 2.120 -0.510
P 1.888 1.162 0.149
S 2.397 -0.672 -0.841
H 1.302 0.705 1.473
H 3.196 1.511 0.590
H 1.417 -0.740 -1.896

No. 2
Here is a cluster of 2 separate species, C2H7S in total at a distorted geometry from the Open Molecules 2025 dataset. Energies are from ωB97M-V with the def2-TZVPD basis set.

For the gap between HOMO and LUMO, the calculation gives 6.460 eV. The calculation puts the LUMO energy at 4.087 eV. For the energy above the lowest of the compared OMol25 structures with the same formula, charge and spin, the calculation gives 7.4 kcal/mol. As for the charge: -1. Its total energy is -478.59733 a.u. For the HOMO energy, the calculation gives -2.37 eV.

Positions of all 10 atoms, in Å:
S -0.370 1.278 -1.614
H -1.513 1.272 -2.327
C 1.139 -1.458 1.653
C -0.282 -0.984 1.476
H 1.807 -0.673 1.996
H 1.229 -2.299 2.347
H 1.501 -1.888 0.715
H -0.811 -1.012 2.451
H -0.940 -1.629 0.885
H -0.593 -0.007 1.105

No. 3
Here is a cluster of 2 separate species, C2H7S2 in total at a distorted geometry from the Open Molecules 2025 dataset. Energies are from ωB97M-V with the def2-TZVPD basis set.

For the gap between HOMO and LUMO, the calculation gives 5.501 eV. The calculation puts the LUMO energy at 3.275 eV. For the energy above the lowest of the compared OMol25 structures with the same formula, charge and spin, the calculation gives 20.4 kcal/mol. As for the charge: -1. Its total energy is -876.77752 a.u. For the HOMO energy, the calculation gives -2.23 eV.

Positions of all 11 atoms, in Å:
C 0.827 -0.893 -0.388
S 2.510 -0.241 -0.423
H 0.199 -0.375 0.352
H 0.838 -1.963 -0.155
H 0.335 -0.820 -1.353
H 2.440 0.384 -1.593
C -2.494 -0.502 0.692
S -1.729 1.139 0.352
H -2.220 -0.822 1.699
H -2.144 -1.248 -0.018
H -3.569 -0.346 0.707

No. 4
Here is a structure of composition C2H7S3 from the Open Molecules 2025 dataset. Energies are from ωB97M-V with the def2-TZVPD basis set.

For the gap between HOMO and LUMO, the calculation gives 6.251 eV. The calculation puts the LUMO energy at 3.304 eV. For the energy above the lowest of the compared OMol25 structures with the same formula, charge and spin, the calculation gives 15.7 kcal/mol. As for the charge: -1. Its total energy is -1274.98626 a.u. For the HOMO energy, the calculation gives -2.95 eV.

Positions of all 12 atoms, in Å:
C 0.223 -0.738 2.302
C 0.414 -0.432 0.832
S -1.101 -0.904 0.002
S -0.339 0.684 -2.005
H -0.219 -1.737 2.418
H -0.554 -0.055 2.671
H 1.146 -0.610 2.905
H 1.265 -0.988 0.419
H 0.649 0.637 0.709
H -1.520 0.196 -2.334
S -0.191 2.304 -3.425
H 0.228 1.644 -4.496

No. 5
Here is a cluster of 2 separate species, C2H8BNO2 in total at a distorted geometry from the Open Molecules 2025 dataset. Energies are from ωB97M-V with the def2-TZVPD basis set.

For the gap between HOMO and LUMO (alpha / beta), the calculation gives 6.081 / 3.404 eV. The calculation puts the LUMO energy (alpha / beta) at -1.889 / -3.461 eV. For the energy above the lowest of the compared OMol25 structures with the same formula, charge and spin, the calculation gives 111.1 kcal/mol. Its total energy is -311.01302 a.u. For the HOMO energy (alpha / beta), the calculation gives -7.97 / -6.87 eV.

Positions of all 14 atoms, in Å:
B 1.779 0.009 0.231
C -2.172 0.213 0.213
C -1.297 -0.279 -0.841
N 1.276 -1.180 0.793
O 1.269 1.256 0.528
O 2.822 -0.044 -0.671
H -1.748 1.108 0.671
H -3.133 0.518 -0.220
H -2.374 -0.547 0.964
H -1.154 -1.331 -1.003
H -0.772 0.406 -1.479
H 0.603 -1.130 1.541
H 1.769 1.939 0.079
H 3.129 -0.937 -0.806

No. 6
Here is a structure of composition C2H8BaO10 at a distorted geometry from the Open Molecules 2025 dataset. Energies are from ωB97M-V with the def2-TZVPD basis set.

For the gap between HOMO and LUMO, the calculation gives 1.666 eV. The calculation puts the LUMO energy at 2.082 eV. For the energy above the lowest of the compared OMol25 structures with the same formula, charge and spin, the calculation gives 240.1 kcal/mol. As for the charge: -2. Its total energy is -858.60232 a.u. For the HOMO energy, the calculation gives 0.42 eV.

Positions of all 21 atoms, in Å:
Ba 0.494 0.409 -0.759
C 0.827 -1.280 4.697
O 0.932 -1.817 5.804
O -0.053 -0.499 4.479
O 1.520 -1.721 3.826
C -5.706 -2.261 -1.126
O -4.898 -1.412 -0.956
O -5.589 -3.204 -1.968
O -6.417 -2.559 -0.147
O -0.276 -4.558 -2.752
H -1.208 -4.658 -2.948
H 0.043 -5.453 -2.638
O 3.717 4.463 1.074
H 4.419 4.688 1.685
H 3.722 5.171 0.430
O 5.238 0.127 -3.017
H 5.682 0.563 -3.745
H 5.516 -0.786 -3.079
O -2.541 4.580 0.517
H -3.424 4.852 0.266
H -1.998 5.353 0.357